1.
A structure of composition C40H39F6IN4PPbS3SbSi. Source: the Open Molecules 2025 dataset; level of theory: ωB97M-V with the def2-TZVPD basis set.

Values from the calculation:
- expectation value of S² = 0.780
- maximum force (hartree/bohr) = 0.074
- lowest unoccupied orbital energy (eV) = -9.8
- ΔE to the lowest compared entry with this formula, charge and spin (kcal/mol) = 58.3
- molar mass (g mol⁻¹) = 1300.893
- Kohn-Sham gap (eV) = 5.25

The geometry in ORCA input format:
```
! RIJCOSX wB97M-V def2-TZVPD def2/J DEFGRID3
* xyz 3 2
Pb -2.22056 0.96285 0.07808
C -2.49855 -0.66687 6.39090
Si -2.97919 -1.93922 5.17402
C -4.35510 -3.00284 5.96775
C -1.54777 -3.00299 4.69191
C -3.81680 -1.02765 3.69654
C -5.13825 -1.19830 3.31526
C -5.67797 -0.54429 2.25012
C -4.87538 0.38965 1.59064
N -3.60952 0.60785 1.88476
C -3.05653 -0.10109 2.92285
S -1.47460 0.33408 3.17530
H -2.25409 -1.22433 7.38267
H -3.35071 0.00655 6.62647
H -1.63600 -0.02812 6.18136
H -4.04916 -3.30519 6.92669
H -4.69384 -3.91400 5.33841
H -5.17873 -2.31580 6.04628
H -1.33572 -3.91018 5.30688
H -0.58698 -2.46859 4.60365
H -1.81086 -3.35302 3.64774
H -5.76984 -1.90423 3.85197
H -6.67939 -0.59155 1.98299
H -5.33448 1.10793 0.86124
I 2.86349 2.45035 0.78097
C 4.73036 3.41883 0.36678
C 5.11150 4.48267 1.14390
C 6.19720 5.27331 0.79566
C 6.95281 4.93166 -0.35106
C 6.66160 3.72002 -0.95047
C 7.50358 3.29937 -1.96932
C 7.45142 2.08465 -2.51682
C 6.39481 1.17696 -2.11187
C 5.51726 1.59946 -1.15547
P 4.60720 0.34843 -0.29250
C 3.80565 -0.66286 -1.34016
C 2.88420 -0.10232 -2.38094
C 2.60469 -1.01554 -3.65426
C 3.00640 -2.41933 -3.44402
C 3.59190 -2.90502 -2.30830
C 3.93824 -2.02864 -1.25385
C 5.26564 -0.15163 1.20147
C 4.33829 -0.79305 2.02845
C 4.79119 -1.22043 3.24793
C 6.12317 -0.98943 3.59727
C 6.97094 -0.14949 2.89100
C 6.52113 0.29777 1.64154
C 5.56454 2.91365 -0.57466
H 4.53918 4.78004 2.03831
H 6.30481 6.20682 1.32022
H 7.77171 5.55220 -0.71675
H 8.33143 3.95625 -2.19907
H 8.20318 1.76578 -3.31922
H 6.34267 0.18550 -2.55162
H 3.09016 0.92190 -2.70049
H 2.97957 -0.72484 -4.66426
H 2.69383 -3.01431 -4.24094
H 3.92982 -3.91771 -2.32089
H 4.48928 -2.45404 -0.43272
H 3.24089 -0.87979 1.79758
H 4.13300 -1.75746 3.95830
H 6.43454 -1.47699 4.49762
H 7.95394 0.12147 3.25280
H 7.18208 0.84031 0.96186
F -0.38608 -1.38995 0.32633
Sb -1.55006 -2.43138 -0.73107
F -1.70046 -3.45636 0.75874
F -0.02423 -3.29189 -1.43341
F -2.79504 -3.23778 -1.84525
F -1.37348 -0.93833 -1.92513
F -2.95925 -1.22765 -0.00544
S 0.27446 0.63815 -4.22264
C 1.07704 -0.71310 -3.39816
C 1.40906 -0.20008 -2.01066
N 0.75538 1.09544 -1.71848
C 0.29235 1.61900 -2.75857
H 0.49519 -1.58495 -3.58844
H 1.29063 -0.99757 -1.23419
H -0.08990 2.63032 -2.74919
N -4.46280 0.20859 -2.22386
C -4.91132 1.50719 -1.93674
S -3.86695 2.71360 -1.37053
N -6.11188 1.76953 -2.32188
C -6.96404 0.94551 -3.16108
C -6.93391 1.31176 -4.52936
C -7.83714 0.72904 -5.42372
C -8.58120 -0.35890 -4.97370
C -8.61704 -0.68881 -3.66314
C -7.83423 0.02196 -2.74345
H -3.47151 0.10196 -2.42190
H -5.13329 -0.53126 -2.53420
H -6.50328 2.66618 -2.01597
H -6.22435 2.06134 -4.88681
H -7.82226 1.03384 -6.47539
H -9.31871 -0.89083 -5.68134
H -9.32695 -1.43573 -3.35367
H -7.88206 -0.25404 -1.71420
*
```

2.
A cluster of 6 separate species, C28H30F12N2O12 in total. Source: the Open Molecules 2025 dataset; level of theory: ωB97M-V with the def2-TZVPD basis set.

Values from the calculation:
- SMILES = O=[N+]([O-])c1ccccc1.O=[N+]([O-])c1ccccc1.CCOC(=O)C(F)(F)F.CCOC(=O)C(F)(F)F.CCOC(=O)C(F)(F)F.CCOC(=O)C(F)(F)F
- maximum force (hartree/bohr) = 0.080
- lowest unoccupied orbital energy (eV) = -1.0
- molar mass (g mol⁻¹) = 814.526
- Kohn-Sham gap (eV) = 9.08

The geometry in ORCA input format:
```
! RIJCOSX wB97M-V def2-TZVPD def2/J DEFGRID3
* xyz 0 1
O -2.09054 -7.05892 2.87787
N -2.98488 -6.92647 2.04755
O -3.92215 -7.74138 1.93569
C -2.92603 -5.68128 1.21843
C -1.86246 -4.80746 1.47290
C -1.73991 -3.65083 0.72225
C -2.66410 -3.27873 -0.19189
C -3.71028 -4.17507 -0.43505
C -3.83665 -5.40227 0.20116
H -1.06911 -5.02973 2.17648
H -0.88727 -3.02084 0.86865
H -2.57238 -2.38089 -0.73491
H -4.42796 -3.98760 -1.22839
H -4.65210 -6.01074 -0.14117
O 0.24197 -1.37358 0.04848
N 1.12294 -0.52382 0.04815
O 1.95761 -0.40904 -0.82159
C 1.08723 0.41019 1.21147
C 0.18269 0.10992 2.24360
C 0.22878 0.92639 3.36455
C 1.08513 1.98685 3.45247
C 1.98553 2.22479 2.43277
C 2.00487 1.43030 1.30346
H -0.50362 -0.69973 2.15736
H -0.42795 0.66629 4.18618
H 1.13156 2.51872 4.39217
H 2.68818 3.03428 2.51141
H 2.73678 1.60865 0.51625
C -3.35603 3.44247 2.24421
C -4.44700 2.65820 2.90704
O -4.20688 2.38727 4.30102
C -3.42239 1.31055 4.54519
O -3.01017 0.53582 3.71058
C -3.17351 1.13911 6.05958
F -3.67714 2.04472 6.87071
F -3.77077 0.02578 6.39982
F -1.87383 0.98722 6.32528
H -3.02377 4.33181 2.76803
H -3.64936 3.76170 1.23351
H -2.57508 2.72268 2.06830
H -4.50834 1.68157 2.44895
H -5.40509 3.16941 2.85014
C -5.05193 -2.09746 -3.40300
C -3.87697 -1.22046 -3.66589
O -3.66925 -0.30229 -2.54485
C -3.66440 0.98902 -2.90114
O -4.00882 1.56580 -3.93813
C -3.27198 1.85167 -1.72103
F -2.65618 2.94418 -1.96700
F -4.57561 2.14717 -1.31620
F -2.70677 1.23675 -0.70068
H -5.30766 -2.79110 -4.20928
H -5.91082 -1.42615 -3.31229
H -4.90490 -2.63957 -2.48768
H -3.98357 -0.53411 -4.49236
H -2.96871 -1.80984 -3.81280
C 5.46895 -1.18988 -0.53437
C 5.98129 -0.43195 0.62122
O 5.58439 0.92176 0.39855
C 6.23584 1.78975 1.12189
O 7.06269 1.52486 2.02352
C 5.87657 3.21510 0.75126
F 6.99900 3.93477 0.67464
F 5.17639 3.31638 -0.33091
F 5.19331 3.67626 1.78926
H 4.42166 -1.23018 -0.66872
H 5.80263 -2.23258 -0.50320
H 5.89477 -0.77679 -1.43165
H 7.08756 -0.44545 0.67980
H 5.62920 -0.74496 1.59505
C 2.46619 2.41462 -2.63476
C 3.68957 1.52212 -2.78383
O 3.63084 0.51414 -3.86351
C 3.91326 1.04059 -5.06654
O 4.17981 2.21482 -5.35112
C 3.84400 0.00321 -6.21957
F 4.89649 -0.04545 -7.01809
F 3.62653 -1.22878 -5.76803
F 2.75757 0.38689 -6.93835
H 1.55249 1.84832 -2.47139
H 2.38409 3.05075 -3.51204
H 2.61565 3.08503 -1.75719
H 3.90368 0.91660 -1.89988
H 4.60663 2.08015 -2.99833
*
```

3.
A cluster of 10 separate species, C24H71F6N5O9P in total. Source: the Open Molecules 2025 dataset; level of theory: ωB97M-V with the def2-TZVPD basis set.

Values from the calculation:
- maximum force (hartree/bohr) = 0.038
- lowest unoccupied orbital energy (eV) = 2.2
- ΔE to the lowest compared entry with this formula, charge and spin (kcal/mol) = 0.0
- molar mass (g mol⁻¹) = 718.820
- Kohn-Sham gap (eV) = 9.36

The geometry in ORCA input format:
```
! RIJCOSX wB97M-V def2-TZVPD def2/J DEFGRID3
* xyz -1 1
P 0.29178 0.59133 -0.57178
F 0.15823 1.60366 0.66809
F 1.20451 1.67454 -1.34309
F 1.54469 -0.18022 0.08227
F 0.41086 -0.41770 -1.83456
F -0.72648 -0.48056 0.14416
F -1.04229 1.24712 -1.26740
C 2.03201 2.23363 3.72100
C 0.55246 2.20107 4.05648
C 0.02810 0.76330 4.10117
O -1.37315 0.75703 4.30577
C -2.18427 0.56339 3.17850
N 0.34014 2.75509 5.41154
H 2.20387 1.65782 2.80680
H 2.62423 1.71997 4.47682
H 2.31659 3.27457 3.56636
H -0.10798 2.72451 3.35599
H 0.49290 0.24470 4.94704
H 0.25856 0.20403 3.18675
H -1.83203 -0.23309 2.51772
H -2.35604 1.49831 2.64379
H -3.16078 0.22459 3.52998
H 0.28162 3.76834 5.35451
H -0.56659 2.46362 5.76626
C -1.64548 -2.05014 5.58459
C -1.65606 -3.40841 4.86927
C -0.88467 -3.33382 3.56192
O 0.45567 -3.02380 3.82852
C 1.24428 -2.66012 2.72133
N -1.15449 -4.48605 5.74698
H -2.06296 -1.21445 5.01621
H -0.62235 -1.77152 5.84790
H -2.26401 -2.10764 6.48660
H -2.71053 -3.55623 4.61141
H -1.35595 -2.53428 2.98090
H -0.97196 -4.32302 3.09626
H 0.85316 -1.82319 2.13262
H 1.39278 -3.50555 2.04039
H 2.22117 -2.38741 3.11896
H -1.59464 -4.31515 6.64953
H -0.17462 -4.24150 5.90507
C -0.60099 4.87756 -0.23192
C 0.81440 5.39395 -0.48677
C 1.93465 4.51025 0.09369
O 3.04358 5.31000 0.44741
C 4.21112 4.53396 0.59287
N 0.90905 5.54643 -1.94666
H -0.86082 4.57885 0.79196
H -0.81545 3.94472 -0.75959
H -1.30477 5.67470 -0.46397
H 0.93477 6.39572 -0.06703
H 2.19279 3.77540 -0.67810
H 1.61828 3.92568 0.96545
H 4.32403 3.86824 -0.27158
H 4.19325 3.94440 1.51087
H 5.05365 5.22227 0.55629
H 1.82159 5.91216 -2.21059
H 0.86871 4.61176 -2.35382
C 0.76946 -1.66742 -5.57041
C 1.34091 -0.27435 -5.81944
C 2.21752 0.17492 -4.65705
O 2.52010 1.54264 -4.91996
C 3.26524 2.18568 -3.90038
N 2.06569 -0.23363 -7.10139
H -0.00995 -1.89427 -6.30029
H 0.32037 -1.74746 -4.58071
H 1.52668 -2.45052 -5.66656
H 0.49703 0.41589 -5.89341
H 3.15691 -0.39152 -4.57556
H 1.71204 0.08581 -3.69024
H 3.17966 3.25337 -4.09892
H 4.31268 1.88214 -3.84717
H 2.75369 2.00132 -2.94988
H 2.66514 -1.05238 -7.15934
H 2.66841 0.58646 -7.04184
C -6.46730 -2.23870 -2.31306
C -5.53726 -3.34637 -2.79992
C -4.08700 -2.95238 -2.88183
O -3.89693 -2.02851 -3.92101
C -2.55197 -1.66315 -4.13719
N -5.76270 -4.50353 -1.89410
H -6.13291 -1.86057 -1.34284
H -7.49271 -2.59449 -2.26314
H -6.43785 -1.36969 -2.97643
H -5.93578 -3.70382 -3.75670
H -3.47179 -3.85658 -3.00453
H -3.76131 -2.51384 -1.92630
H -2.51159 -0.73808 -4.70705
H -2.02857 -2.49376 -4.63318
H -1.95790 -1.49243 -3.22923
H -5.34195 -4.21828 -0.99732
H -5.18104 -5.31196 -2.11761
C 4.06741 -0.25841 2.18108
O 5.23783 -0.99127 1.89269
H 4.20463 0.82583 2.06150
H 3.25366 -0.50250 1.49710
H 3.77320 -0.46875 3.20739
H 5.36772 -1.01362 0.92739
C 4.62084 -0.15394 -1.53452
O 5.78617 -0.72297 -0.90990
H 4.29266 -0.75356 -2.39046
H 3.81403 -0.21239 -0.81001
H 4.83699 0.84678 -1.90269
H 6.52694 -0.61808 -1.51101
C -3.81839 0.94680 0.23718
O -4.77947 0.52748 1.19789
H -2.96495 0.27777 0.18735
H -4.21083 1.04769 -0.77805
H -3.45239 1.92438 0.56167
H -5.49891 1.16141 1.21614
C -1.32912 -3.46645 -0.15706
O 0.02548 -3.20220 -0.42155
H -1.95405 -3.01882 -0.93175
H -1.53470 -4.53566 -0.11422
H -1.60569 -3.06769 0.82335
H 0.13786 -2.24521 -0.34671
*
```